ORCA calculation (the ωB97M-V functional and the def2-TZVPD basis) on C53H49MgN13O2PS3 as an isolated structure.

Geometry as XYZ:
```
122
Properties=species:S:1:pos:R:3:forces:R:3
Mg -0.304362 1.008149 0.310065 -0.063 0.464 -0.308
N 1.524856 -0.397658 2.704779 -0.007 0.073 0.004
C 0.178761 -0.453493 2.982940 -0.064 -0.025 0.029
C -0.180401 -1.009171 4.224257 0.016 -0.024 0.017
C -1.493396 -1.008545 4.610202 0.032 0.011 -0.009
C -2.447720 -0.446620 3.759957 -0.018 -0.011 -0.008
C -2.017252 0.045477 2.556888 -0.026 -0.052 0.026
N -0.732850 0.031143 2.141514 -0.154 -0.241 0.315
C 2.247161 -0.087094 1.565515 -0.014 -0.122 -0.086
C 3.641426 -0.069389 1.695369 0.036 -0.023 0.004
C 4.410449 0.132792 0.578128 0.002 -0.029 0.035
C 3.785019 0.268152 -0.658154 -0.002 -0.070 -0.046
C 2.415966 0.245903 -0.689266 -0.049 -0.031 0.014
N 1.633271 0.123959 0.403500 0.422 -0.089 0.134
H 2.103051 -0.706647 3.467926 0.003 0.014 -0.003
H 0.587344 -1.433153 4.857760 -0.004 0.009 0.007
H -1.781348 -1.432333 5.562713 0.005 0.004 0.005
H -3.491454 -0.398490 4.032211 -0.003 0.008 -0.018
H -2.719368 0.495981 1.868288 0.003 -0.003 0.002
H 4.093005 -0.214455 2.667785 -0.001 0.024 0.004
H 5.488418 0.168646 0.661308 0.004 0.009 0.002
H 4.350838 0.392693 -1.569744 -0.019 -0.004 -0.009
H 1.890412 0.320732 -1.630220 -0.006 0.169 -0.001
C -5.698518 2.330155 -1.070431 -0.008 0.048 -0.142
N -4.296278 2.378996 -0.672670 -0.038 -0.052 0.123
C -3.421594 1.392204 -0.497758 0.063 -0.029 -0.031
N -2.236505 1.892265 -0.178864 -0.121 0.168 0.053
C -2.460655 3.240853 -0.182154 -0.118 -0.006 0.031
N -3.693042 3.568420 -0.474140 0.039 0.027 -0.050
C -5.865770 2.528553 -2.557860 0.000 0.030 0.027
C -6.521202 3.640004 -3.068192 0.000 -0.018 0.008
C -6.649237 3.806563 -4.441989 -0.009 0.009 -0.024
C -6.113304 2.876807 -5.315564 -0.007 -0.013 -0.017
C -5.449653 1.764644 -4.805229 0.030 -0.003 0.105
C -5.336520 1.592139 -3.431126 0.009 0.012 -0.047
C -4.850449 0.774765 -5.692719 -0.006 -0.074 -0.151
N -4.965986 0.620538 -6.966309 -0.061 0.155 0.088
N -4.182208 -0.468937 -7.304746 0.091 -0.145 0.027
C -3.655957 -0.896161 -6.209280 -0.075 0.095 -0.152
O -4.031908 -0.155220 -5.140419 0.016 -0.016 0.104
C -2.744238 -2.012728 -5.988229 0.033 -0.030 0.057
C -2.379508 -2.842105 -7.040645 -0.013 0.042 0.021
C -1.508087 -3.893283 -6.800445 -0.008 -0.006 -0.015
C -1.008605 -4.114073 -5.526711 0.036 0.017 -0.006
C -1.377964 -3.288165 -4.468553 -0.015 0.019 -0.008
C -0.842312 -3.601696 -3.090824 0.037 -0.060 -0.106
N -1.114223 -2.592332 -2.084189 -0.011 0.005 0.054
C -0.662461 -1.343822 -1.990422 0.076 0.135 -0.024
N -1.015281 -0.816323 -0.828959 -0.005 -0.099 0.096
C -1.694612 -1.841316 -0.230256 -0.013 0.002 -0.113
N -1.780187 -2.922804 -0.959859 -0.001 0.002 0.012
C -2.246837 -2.238863 -4.705926 -0.032 -0.022 0.003
H -6.205127 3.119459 -0.520416 -0.017 -0.040 0.046
H -6.099471 1.366452 -0.756498 0.023 -0.006 0.024
H -3.660229 0.345399 -0.599235 -0.040 0.012 -0.028
H -1.704238 3.972102 0.038302 0.036 -0.022 0.001
H -6.929419 4.382681 -2.393940 0.006 0.000 0.004
H -7.160698 4.676272 -4.831241 -0.001 -0.002 -0.002
H -6.194272 3.000591 -6.386935 -0.008 0.007 0.001
H -4.823111 0.718599 -3.047664 0.000 0.001 0.006
H -2.781764 -2.654020 -8.026613 0.019 -0.014 -0.011
H -1.218653 -4.546810 -7.612245 0.005 0.004 0.001
H -0.326952 -4.938984 -5.351553 -0.007 -0.002 -0.003
H 0.237359 -3.759881 -3.129688 -0.009 -0.014 0.038
H -1.295524 -4.515256 -2.709017 0.006 0.013 0.033
H -0.103445 -0.848197 -2.767416 0.030 -0.041 -0.018
H -2.127445 -1.788870 0.752926 0.015 0.019 0.031
H -2.557890 -1.589850 -3.898879 -0.009 -0.006 -0.002
S 0.802686 3.001516 -1.165219 -0.142 -0.191 -0.114
P 1.260006 3.760818 0.634433 0.160 0.269 0.024
S 0.222152 2.938414 2.126194 0.027 -0.086 -0.076
C 0.996109 5.563339 0.602516 -0.037 -0.082 0.032
C 1.793514 6.365230 -0.212450 -0.043 -0.036 -0.005
C 1.598260 7.735141 -0.240763 0.035 0.000 -0.039
C 0.603649 8.313543 0.537794 -0.038 0.001 0.033
C -0.201837 7.517649 1.336602 0.003 -0.009 -0.026
C -0.005127 6.143081 1.372161 0.019 0.015 0.017
C 3.049867 3.604984 0.945463 -0.095 -0.048 0.001
C 3.953976 3.616526 -0.111970 -0.005 -0.030 -0.010
C 5.318306 3.582135 0.137985 0.011 -0.023 0.000
C 5.783632 3.525517 1.444462 0.000 0.003 0.014
C 4.883332 3.494950 2.501073 -0.031 0.012 0.009
C 3.518534 3.536100 2.254501 0.057 0.025 0.002
H 2.563252 5.916306 -0.827743 0.023 0.027 0.004
H 2.222445 8.354594 -0.871416 0.004 -0.001 0.006
H 0.458590 9.385805 0.522790 -0.003 -0.001 -0.022
H -0.982863 7.963448 1.938401 0.010 0.007 0.008
H -0.619891 5.519140 2.008608 0.013 0.000 0.015
H 3.581888 3.637366 -1.129438 0.013 -0.003 -0.004
H 6.019020 3.595674 -0.687372 -0.006 0.019 -0.002
H 6.848037 3.513144 1.641832 0.001 -0.024 -0.012
H 5.243104 3.450073 3.521134 0.010 0.002 -0.005
H 2.813490 3.515951 3.076195 -0.012 -0.003 -0.007
C 5.777400 -3.747033 -2.981675 -0.061 0.051 -0.001
C 4.507454 -2.910536 -2.869149 0.015 -0.102 -0.011
C 3.240076 -3.723699 -3.118542 0.033 0.052 0.047
N 2.991890 -4.732893 -2.095311 0.076 0.036 0.040
C 2.479130 -4.455804 -0.871582 -0.008 -0.020 0.027
S 1.863275 -2.977779 -0.456743 -0.037 -0.015 -0.115
N 2.509194 -5.559287 -0.037604 -0.022 0.004 -0.012
C 2.145027 -5.659202 1.313771 0.019 0.012 -0.054
O 1.845522 -4.717702 1.998550 0.010 0.004 0.030
C 2.206734 -7.058758 1.845247 -0.008 -0.052 0.038
C 2.375841 -7.200137 3.219570 0.017 0.030 -0.014
C 2.457849 -8.459472 3.787723 -0.002 -0.012 -0.006
C 2.355888 -9.590038 2.987919 -0.011 0.017 0.001
C 2.157361 -9.457086 1.621644 0.008 -0.030 0.014
C 2.084655 -8.196160 1.050230 -0.028 0.023 -0.015
H 6.662027 -3.141046 -2.789699 0.015 -0.019 0.002
H 5.877378 -4.175231 -3.981180 0.014 -0.016 0.006
H 5.781214 -4.565267 -2.258357 0.022 0.003 0.007
H 4.532196 -2.098350 -3.600129 0.001 0.016 0.017
H 4.432734 -2.456033 -1.879344 -0.009 0.044 -0.014
H 3.311318 -4.251816 -4.071508 -0.032 0.009 -0.014
H 2.375212 -3.062341 -3.149815 0.001 -0.021 -0.009
H 3.489549 -5.602144 -2.210543 -0.034 -0.015 0.001
H 2.873007 -6.409956 -0.437258 -0.006 -0.018 0.035
H 2.442976 -6.306629 3.825074 0.013 -0.006 0.008
H 2.599684 -8.561737 4.855167 0.005 0.001 0.001
H 2.421477 -10.574977 3.430592 -0.008 -0.001 0.001
H 2.051309 -10.337157 1.001703 -0.002 0.007 -0.008
H 1.884021 -8.120781 -0.012438 0.013 0.012 -0.001
```
Positions in Å, forces in eV/Å.

* net charge: +1
* relative energy (zero: lowest compared OMol25 entry of this formula, charge and spin): 0.0 kcal per mole
* orbital gap: 0.3077 hartree
* LUMO: -1.832 eV
* HOMO energy: -10.206 eV


ORCA calculation (the ωB97M-V functional and the def2-TZVPD basis) on C41H42N2O4S as an isolated structure in a non-equilibrium geometry.

Geometry as XYZ:
```
90
Properties=species:S:1:pos:R:3:forces:R:3
C 2.311082 0.017153 0.996782 -0.036 -0.017 0.096
C 2.654511 1.513404 0.710989 -0.232 -0.028 -1.777
O 2.702823 1.863752 -0.448416 0.179 -0.207 1.152
O 2.957982 2.468642 1.687370 -0.974 -1.104 -0.148
C 1.780120 3.033358 2.288174 -0.366 1.250 1.537
C 0.934056 3.958796 1.321284 -0.171 -1.058 -0.008
C -0.227236 3.122931 0.685836 -1.124 0.148 -3.370
C -1.126433 2.186158 1.448023 -0.627 -0.378 -1.070
C -2.173857 1.377724 0.870467 1.073 0.795 -0.490
C -3.074895 0.371230 1.675877 0.539 0.396 -0.640
O -2.498097 0.074657 2.972332 -0.042 0.132 -1.946
O -3.262681 0.750151 3.913696 -0.896 0.951 1.307
C -2.413716 1.484389 -0.601197 1.334 1.145 -0.341
N -3.326617 0.823613 -1.415910 2.602 2.642 0.132
S -3.034849 1.477371 -2.916528 0.306 0.041 0.319
N -1.784997 2.562352 -2.738775 -1.624 -2.323 3.358
C -1.523689 2.457385 -1.368227 0.639 0.792 -0.423
C -0.424260 3.279605 -0.763701 -1.242 -1.864 3.316
H 1.629996 -0.155015 1.870370 0.845 0.262 -0.575
H 3.270564 -0.567645 1.106788 -0.967 0.680 0.169
H 1.797482 -0.394255 0.079511 0.594 0.694 0.966
H 2.131372 3.696095 3.135764 0.001 -0.882 -0.984
H 1.173035 2.222468 2.788020 0.475 0.767 -0.734
H 1.642732 4.333494 0.527669 -0.874 -0.540 0.668
H 0.547204 4.887579 1.837046 0.324 -1.209 -0.228
H -0.943207 2.101047 2.555436 -0.318 -0.037 -1.300
H -3.199960 -0.586090 1.092995 0.249 0.940 0.596
H -4.087612 0.833152 1.818994 0.822 -0.591 -0.089
H -3.233677 1.704017 3.683530 0.356 -0.553 0.029
H 0.231406 3.959552 -1.357467 -0.814 -0.833 0.448
C 4.694801 4.968054 0.738501 0.006 0.019 -0.068
C 3.985077 6.158444 0.846697 0.060 -0.027 0.068
C 4.433729 7.161622 1.698340 0.005 -0.021 0.014
C 5.597963 6.977659 2.434932 -0.027 -0.021 -0.012
C 6.309588 5.788549 2.323924 -0.038 -0.006 -0.001
C 5.856167 4.782282 1.479229 -0.015 0.048 0.003
H 4.343142 4.184516 0.077225 0.009 0.030 0.055
H 3.080151 6.304768 0.266937 0.053 0.019 0.010
H 3.876520 8.087290 1.787374 0.036 -0.032 -0.013
H 5.950691 7.761468 3.095482 -0.016 -0.036 -0.033
H 7.218706 5.645762 2.897397 -0.049 -0.001 -0.026
H 6.408413 3.853191 1.397223 -0.034 0.033 0.013
C -7.487203 -3.728552 -2.051238 0.019 0.031 0.023
C -7.117445 -2.872563 -3.081696 -0.012 0.021 -0.023
C -6.295390 -1.782987 -2.819780 -0.020 -0.067 0.071
C -5.834618 -1.554343 -1.528298 -0.039 0.007 0.025
C -6.201818 -2.412993 -0.498590 -0.035 -0.021 -0.067
C -7.031297 -3.497470 -0.758763 0.020 0.011 -0.020
H -8.131103 -4.576402 -2.255330 0.034 0.040 0.004
H -7.471260 -3.054755 -4.090569 0.021 -0.011 0.047
H -6.012530 -1.111653 -3.622938 -0.003 -0.033 0.026
H -5.190128 -0.708215 -1.325062 -0.031 -0.066 -0.014
H -5.841379 -2.236071 0.508848 -0.030 -0.008 -0.042
H -7.321626 -4.163535 0.045568 0.017 0.023 -0.038
C 4.548574 -5.439576 2.532207 0.003 0.021 -0.034
C 3.222134 -5.107541 2.284383 0.008 0.019 0.001
C 2.882985 -4.412781 1.129587 0.062 0.009 -0.017
C 3.870583 -4.058244 0.216794 -0.023 -0.002 0.059
C 5.196552 -4.393832 0.463251 -0.001 0.019 0.011
C 5.536398 -5.080576 1.622683 -0.048 0.005 0.002
H 4.813036 -5.978523 3.434672 -0.016 0.027 -0.045
H 2.451608 -5.389939 2.992683 0.042 0.022 -0.034
H 1.849025 -4.148099 0.939855 0.043 -0.029 0.002
H 3.605981 -3.520443 -0.686615 0.015 -0.031 0.036
H 5.966204 -4.118951 -0.249098 -0.041 -0.012 0.039
H 6.571237 -5.337339 1.817109 -0.047 0.004 -0.015
C -9.395905 -4.980582 -7.401525 0.030 0.013 -0.015
C -9.203699 -3.787489 -6.715511 0.032 0.006 0.001
C -8.203874 -2.908296 -7.115648 -0.013 -0.047 -0.025
C -7.402783 -3.218687 -8.208217 -0.023 -0.015 0.025
C -7.597671 -4.410178 -8.896116 -0.007 0.001 0.017
C -8.591123 -5.293178 -8.490585 -0.005 0.044 0.022
H -10.173354 -5.667477 -7.087414 0.038 0.036 -0.014
H -9.833333 -3.542615 -5.867361 0.035 -0.012 -0.038
H -8.049496 -1.980445 -6.576507 -0.021 -0.030 -0.033
H -6.626359 -2.531149 -8.523386 -0.035 -0.037 0.015
H -6.973715 -4.651274 -9.749223 -0.030 0.010 0.051
H -8.739216 -6.224826 -9.024125 0.004 0.046 0.020
C 6.135579 -0.060637 3.498230 0.033 0.050 0.046
C 5.422936 1.128143 3.605846 -0.028 -0.084 -0.017
C 5.870370 2.132771 4.455558 0.033 -0.016 0.005
C 7.036178 1.952480 5.190774 -0.024 -0.023 -0.034
C 7.750611 0.765233 5.080338 -0.017 0.001 -0.008
C 7.298465 -0.243036 4.237583 -0.013 0.028 -0.014
H 5.784705 -0.845933 2.837695 0.019 0.018 0.036
H 4.517210 1.271972 3.027398 0.091 0.040 0.074
H 5.310856 3.057248 4.544054 0.032 -0.028 -0.039
H 7.387921 2.737931 5.849973 -0.016 -0.040 -0.026
H 8.660734 0.625526 5.652693 -0.051 0.004 -0.026
H 7.852911 -1.170794 4.155823 -0.020 0.043 0.000
```
Positions in Å, forces in eV/Å.

* net charge: 0
* orbital gap: 0.2880 hartree
* LUMO: -1.117 eV
* HOMO energy: -8.955 eV


ORCA calculation (the ωB97M-V functional and the def2-TZVPD basis) on a 14-piece molecular cluster, H28O14 overall in a non-equilibrium geometry.

Geometry as XYZ:
```
42
Properties=species:S:1:pos:R:3:forces:R:3
H -0.124238 -0.302723 0.892908 0.040 -0.143 -0.241
H -0.460016 0.211816 -0.516792 0.334 -1.062 0.002
H -1.380416 0.721538 -2.443168 1.587 -2.342 0.870
H -1.654413 -0.728347 -2.048346 -0.043 -0.438 0.385
H 3.000300 1.243584 3.566318 0.470 -0.164 -0.052
H 3.745243 1.902993 4.670024 -0.111 0.965 1.208
H 2.389834 3.225598 -3.632082 0.628 0.990 0.871
H 1.952309 1.693605 -3.825726 0.557 2.692 -1.661
H 2.257181 -4.042417 1.562771 0.236 -0.332 0.371
H 3.213289 -3.365679 2.458613 1.036 1.919 0.547
H -4.790135 -2.689206 2.593455 -0.172 -0.884 2.063
H -4.155379 -1.248562 2.219702 -0.209 -0.752 0.769
H 1.316669 2.271724 3.496057 -0.833 0.428 -0.117
H 0.075554 2.811428 4.442525 2.099 -0.378 -0.735
H -1.949312 1.144085 3.749018 0.013 -0.229 -0.036
H -1.043657 0.058425 3.116566 -0.785 0.094 0.288
H 3.003287 -0.404157 -5.157296 -0.171 0.309 0.377
H 2.544121 -0.506730 -3.690472 -0.001 -0.384 0.172
H -3.207638 -0.581997 -3.506506 0.741 0.065 -0.752
H -1.975770 -0.856622 -4.388145 0.802 -1.747 -2.879
H 1.478229 2.514343 -2.324465 -2.052 -0.537 0.521
H 0.397895 1.554212 -1.681990 0.400 -0.404 0.410
H -0.119806 -3.067922 -1.846537 -0.151 0.210 -1.284
H -1.062608 -2.971924 -0.627474 0.470 0.086 -0.390
H -3.243365 -0.430509 -0.109272 0.525 -0.343 0.070
H -2.868871 -1.839669 0.267803 -0.659 -0.928 0.645
H 0.549719 2.172458 0.899061 0.473 0.234 -0.849
H 0.203482 1.437026 2.030462 -2.742 -0.722 2.351
O 0.272729 0.118433 0.128368 -1.283 -1.899 -2.045
O -0.933366 -0.115237 -2.041546 0.890 3.814 0.738
O 3.883307 1.310744 3.957994 -0.244 -0.893 -1.194
O 2.077900 2.618921 -4.270925 -0.515 -2.742 -0.404
O 2.851988 -4.206192 2.316973 -1.304 -1.556 -0.959
O -4.578152 -2.074223 1.940165 0.561 1.701 -2.825
O 1.068836 2.719720 4.321922 -1.330 0.174 0.738
O -1.977850 0.304601 3.271789 0.670 0.018 -0.197
O 2.705607 0.119652 -4.395829 0.208 -0.658 -0.348
O -2.256398 -0.393106 -3.659846 -4.391 1.015 0.409
O 0.502413 2.314213 -2.251422 1.073 0.777 0.180
O -0.148436 -3.120927 -0.911299 -0.206 -0.367 1.679
O -2.483758 -1.041630 -0.059765 -0.427 0.994 -0.374
O 0.923694 1.518663 1.486410 3.815 3.420 1.680
```
Positions in Å, forces in eV/Å.

* net charge: 0
* relative energy (zero: lowest compared OMol25 entry of this formula, charge and spin): 150.5 kcal per mole
* orbital gap: 0.3132 hartree
* LUMO: -0.349 eV
* HOMO energy: -8.872 eV